1.
Here is 12 unconnected molecules or ions with the total composition C5H34O13 at a distorted geometry from the Open Molecules 2025 dataset. Energies are from ωB97M-V/def2-TZVPD.

The geometry in ORCA input format:
```
! wB97M-V def2-TZVPD RIJCOSX def2/J DEFGRID3
* xyz 0 1
O -1.94 -0.66 1.32
C -2.02 -0.21 -0.05
C -0.99 -0.88 -0.95
C 0.45 -0.77 -0.41
C 1.45 -1.49 -1.40
C 2.94 -1.16 -0.88
O 3.02 -1.57 0.43
H -1.22 -0.22 1.81
H -3.03 -0.58 -0.46
H -1.93 0.86 -0.03
H -1.04 -0.37 -1.91
H -1.26 -1.92 -1.13
H 0.47 -1.16 0.57
H 0.83 0.29 -0.28
H 1.22 -2.54 -1.23
H 1.14 -1.12 -2.34
H 3.32 -0.15 -1.07
H 3.75 -1.81 -1.36
H 2.31 -2.03 1.01
O 1.55 3.98 -1.70
H 2.46 3.74 -1.45
H 1.48 3.27 -2.51
O 2.64 -0.33 3.32
H 2.04 -0.93 3.80
H 3.14 -0.93 2.59
O -1.21 -4.56 -0.70
H -0.71 -3.75 -0.50
H -2.14 -4.37 -0.41
O 0.12 0.91 2.28
H -0.13 1.73 1.89
H 1.03 1.00 2.52
O -2.17 3.29 -0.83
H -2.99 3.17 -0.36
H -1.34 3.25 -0.43
O -1.14 -3.21 2.09
H -0.93 -2.18 2.03
H -1.86 -3.21 2.66
O 0.10 3.32 0.43
H 0.47 3.69 -0.37
H 0.43 4.03 1.13
O 0.95 2.41 -3.78
H 0.52 1.67 -3.41
H 0.23 2.77 -4.27
O 1.73 -3.04 2.10
H 0.79 -3.11 2.17
H 2.14 -3.83 2.28
O -1.63 1.11 -2.83
H -1.81 1.90 -2.25
H -2.31 0.96 -3.58
O -3.32 1.60 2.05
H -2.79 0.77 2.04
H -2.81 2.37 2.38
*
```

DFT total energy: -32352.5891 eV
strongest force on any atom: 4.82 eV/Å
SMILES: OCCCCCO.O.O.O.O.O.O.O.O.O.O.O
ΔE to the lowest compared entry with this formula, charge and spin: 384.4 kJ/mol


2.
Here is 14 unconnected molecules or ions with the total composition C5H34O15 at a distorted geometry from the Open Molecules 2025 dataset. Energies are from ωB97M-V/def2-TZVPD.

The geometry in ORCA input format:
```
! wB97M-V def2-TZVPD RIJCOSX def2/J DEFGRID3
* xyz 0 1
O 0.92 -2.66 0.88
C 0.86 -1.47 1.05
O 1.09 -0.91 2.24
C 0.48 -0.56 -0.09
C 1.70 -0.13 -0.95
C 2.00 -1.10 -2.08
C 1.18 -1.33 -3.08
H 0.91 0.02 2.48
H -0.27 -0.95 -0.81
H -0.13 0.29 0.23
H 1.67 0.86 -1.44
H 2.54 -0.05 -0.24
H 2.92 -1.58 -1.78
H 0.24 -0.85 -3.30
H 1.52 -2.03 -3.84
H -0.67 1.91 1.78
H 0.48 2.28 2.83
O -0.06 1.56 2.47
H -0.20 1.35 -3.39
H 0.00 2.86 -4.04
O -0.47 2.01 -4.00
H 1.34 4.30 1.29
H 2.42 3.79 2.30
O 1.48 3.96 2.19
H -2.92 -1.49 -0.48
H -4.25 -0.74 -0.80
O -3.28 -0.64 -0.82
H -0.25 -4.48 -0.16
H -0.18 -4.65 -1.75
O -0.66 -4.29 -1.00
H -2.86 0.58 1.93
H -2.64 0.58 0.41
O -2.64 1.16 1.18
H 3.66 -2.50 0.38
H 2.95 -3.62 0.78
O 3.51 -3.40 0.03
H 3.12 -0.43 1.73
H 4.42 -0.24 2.69
O 4.08 -0.38 1.78
H -2.85 1.11 -2.62
H -2.28 2.56 -3.15
O -2.98 2.04 -2.76
H 1.49 3.74 -1.09
H -0.02 4.23 -0.84
O 0.85 4.04 -0.45
H -2.37 3.19 -0.51
H -2.52 4.07 -1.76
O -1.89 3.72 -1.15
H -1.90 -2.32 1.38
H -1.82 -3.08 0.04
O -2.46 -2.80 0.75
H -1.09 -0.56 3.17
H -2.28 -1.03 4.05
O -1.96 -0.95 3.14
*
```

DFT total energy: -36449.1888 eV
strongest force on any atom: 2.46 eV/Å
ΔE to the lowest compared entry with this formula, charge and spin: 275.0 kJ/mol


3.
Here is 11 unconnected molecules or ions with the total composition C5H35N2O10 at a distorted geometry from the Open Molecules 2025 dataset. Energies are from ωB97M-V/def2-TZVPD.

The geometry in ORCA input format:
```
! wB97M-V def2-TZVPD RIJCOSX def2/J DEFGRID3
* xyz 1 1
C 0.37 -0.02 -0.63
N 0.58 0.87 0.52
C -0.23 0.36 1.67
C 1.34 0.51 -1.81
N 2.72 0.22 -1.29
C 3.73 1.17 -1.87
C 0.94 -0.12 -3.17
H -0.55 -0.34 -0.87
H 0.80 -1.00 -0.30
H 0.21 1.78 0.06
H -0.88 1.18 2.14
H -0.99 -0.47 1.20
H 0.42 -0.11 2.39
H 1.19 1.64 -1.96
H 2.83 -0.89 -1.42
H 2.73 0.42 -0.31
H 3.97 0.98 -2.93
H 3.35 2.31 -1.84
H 4.69 1.02 -1.26
H -0.09 0.10 -3.53
H 1.72 0.36 -4.03
H 1.05 -1.26 -3.28
H 1.75 -2.11 3.96
H 0.18 -1.82 4.59
O 0.98 -1.53 4.09
H -3.39 -1.27 1.13
H -3.88 -2.57 0.21
O -3.50 -1.59 0.22
H -1.19 3.76 0.68
H -2.14 2.62 0.11
O -1.36 2.98 0.16
H -2.38 -1.78 -1.25
H -2.00 -2.11 -2.79
O -1.83 -1.44 -2.02
H 3.08 0.92 3.22
H 1.89 1.78 2.62
O 2.62 1.34 2.48
H -4.19 1.45 -1.38
H -3.06 0.50 -0.52
O -3.47 1.44 -0.66
H -2.88 0.24 3.10
H -3.85 0.63 1.85
O -3.40 -0.07 2.38
H 1.56 -3.07 -0.53
H 3.04 -3.08 -0.16
O 2.42 -2.53 -0.55
H -0.11 -3.46 1.99
H 0.63 -2.39 1.28
O 0.50 -3.31 1.29
H -1.25 2.14 -1.36
H -0.98 3.27 -2.40
O -0.63 2.42 -2.16
*
```

DFT total energy: -29198.8804 eV
strongest force on any atom: 7.99 eV/Å
ΔE to the lowest compared entry with this formula, charge and spin: 671.2 kJ/mol


- What is the strongest force on any atom in the third record?
  7.99 eV/Å


- strongest force on any atom of number 3 (C5H35N2O10)?
  7.99 eV/Å